# 1
{"formula": "C32H66O10PS", "method": "ωB97M-V/def2-TZVPD", "homo_ha": -0.400, "lumo_ha": -0.07173, "charge": 1, "symbols": ["C", "H", "H", "H", "H", "H", "C", "H", "C", "H", "H", "H", "O", "H", "H", "O", "H", "C", "H", "H", "H", "H", "H", "C", "C", "C", "C", "C", "H", "O", "C", "H", "H", "H", "H", "H", "H", "O", "H", "H", "C", "H", "C", "S", "H", "H", "C", "O", "H", "H", "H", "H", "C", "H", "H", "C", "H", "C", "H", "C", "C", "O", "H", "H", "H", "H", "C", "H", "H", "H", "C", "H", "P", "H", "H", "C", "H", "H", "C", "H", "C", "C", "H", "H", "H", "O", "H", "C", "H", "H", "C", "H", "H", "H", "O", "H", "C", "C", "C", "H", "O", "C", "C", "H", "O", "C", "H", "H", "H", "H"], "xyz": [[1.5678, 3.8969, 7.1037], [-2.9028, 0.3686, 2.9526], [-2.1006, -1.8921, 2.6934], [-2.3439, -0.0965, -4.6073], [-0.9168, 4.7379, 5.4611], [0.2641, 5.6108, 6.8159], [1.6313, -3.6228, -5.2262], [-0.4361, 3.6311, 1.9167], [0.2058, 1.3065, 4.0125], [-0.5737, -0.9532, -0.7510], [-2.2074, 1.7046, 6.3164], [2.7779, -3.7849, -7.4969], [3.3617, -0.5981, -6.2116], [0.7729, 0.5316, 4.5377], [0.4318, 1.1843, 7.7935], [3.5867, -2.5010, -0.9702], [1.6906, 1.9888, -9.3022], [1.7477, -3.4246, -7.5641], [1.8666, 2.0031, 6.1755], [2.6677, -2.3598, -9.1958], [2.9651, -1.0148, -3.2846], [1.8130, 5.5048, 4.7567], [-0.2137, -0.1979, 2.5611], [1.4206, 2.9627, 5.8940], [-1.7506, -2.7286, -0.8330], [-1.4376, 3.9110, 1.5813], [3.5166, -1.2952, -5.2984], [-2.1212, -1.4569, 3.6924], [-3.4795, 3.9163, 2.2296], [2.7760, -3.4504, -3.1892], [1.7750, 1.3085, -8.4583], [-0.8353, -2.6773, -5.0650], [-2.2246, -2.3085, -1.7151], [0.9276, -2.6619, -9.4268], [0.4375, -4.6782, -2.7730], [-3.4989, -2.1762, -6.2297], [-0.4029, -1.8879, 0.7162], [1.4306, -1.0874, -8.1978], [-1.2737, -1.8546, 4.2553], [-1.6229, 3.3711, 0.6526], [-2.2995, 4.1693, 3.9983], [-3.0210, 3.7283, 4.6916], [-2.5141, 3.5729, 2.6064], [2.5350, -3.1572, -1.6189], [-0.3175, -0.5672, 6.0326], [-2.3070, 0.5004, 4.5866], [-0.7472, -3.8482, -1.2082], [2.2221, -4.4015, -1.0434], [-3.0405, -1.7852, 4.1785], [-2.4866, -3.1885, -0.1740], [-0.2103, -1.0195, -5.3319], [1.7206, -0.5908, -4.4011], [2.0666, 5.9987, 5.6965], [-2.0700, -2.1265, 6.7568], [1.8017, 7.0499, 5.5855], [1.6952, -2.3744, -8.7023], [2.5892, 3.7760, 7.4717], [1.3329, 5.3959, 6.8900], [-2.5469, 5.2322, 3.9426], [-0.2210, -3.8144, -2.6467], [-0.6716, -0.5085, 7.0649], [1.2496, -2.8929, -6.3605], [-1.3659, 2.8996, 7.2394], [-0.9859, 1.2999, 2.2264], [-3.0744, -0.5713, -6.7428], [-2.3774, -1.1858, 8.2134], [2.1007, -0.1005, -8.9465], [-2.6175, 2.4904, 2.6949], [2.5987, -4.1024, -5.3918], [2.0304, 3.3156, 5.0583], [2.4673, -1.3466, -4.1926], [-1.0667, -3.9958, -3.3048], [-0.2181, 2.5435, 5.2448], [1.6606, 5.9163, 7.7921], [4.4188, -3.0159, -5.2392], [-0.6093, 0.9325, 7.5762], [-1.4351, 4.9784, 1.3527], [-1.2909, -4.7872, -1.1148], [1.7959, -2.7294, -4.0024], [-1.1365, 0.9839, 8.5308], [-0.8189, -1.6558, -4.6896], [-2.0655, -1.1185, 7.1701], [-2.8143, -0.5332, 6.6318], [3.1873, -0.2308, -8.9341], [0.9153, 3.5567, 7.9125], [4.6328, -2.0730, -5.2140], [1.0970, -4.2451, -7.8839], [-0.7643, 0.6124, 3.0430], [2.6159, 1.6591, -7.8673], [1.7974, -0.1755, -10.0001], [-2.6828, -1.4584, -6.2540], [0.8579, 1.3625, -7.8796], [0.0304, -3.8795, -0.4532], [-2.9636, -2.8388, -4.1108], [-0.3060, -1.5541, -3.3576], [0.0175, -1.1141, 7.6562], [-1.1214, -1.5737, -0.0421], [0.6067, -2.5496, -3.0401], [-1.2056, 1.9951, 6.6403], [0.9582, 1.7999, 3.3847], [1.3018, -2.1526, -1.8283], [-2.2578, -1.1625, -4.7791], [-2.0841, 0.0669, 3.6097], [-0.1540, 4.5214, 3.9193], [-3.1142, -1.9031, -3.9271], [-0.8868, 4.0736, 4.5936], [-1.8872, -0.9282, 0.3907], [0.8940, -4.4111, -5.0344], [-1.8801, -1.9299, -6.8189], [3.1477, 5.9363, 5.8309]], "forces_ev_per_a": [[-0.163, 0.221, 0.173], [0.002, 0.087, 0.060], [0.073, 0.006, 0.008], [-0.144, 0.006, 0.626], [0.257, -0.128, 0.106], [0.000, -0.003, -0.015], [-0.327, 0.016, -0.372], [0.003, 0.005, -0.016], [0.326, -0.687, -0.661], [0.140, 0.166, 0.130], [0.059, -0.004, -0.145], [-0.003, -0.035, 0.470], [0.074, 2.507, -2.519], [-0.044, 0.161, 0.277], [-0.034, 0.073, 0.047], [1.012, 1.828, -0.171], [-0.100, 0.012, -0.105], [-0.527, 0.129, -0.993], [-0.077, -0.051, -0.091], [0.026, -0.193, -0.181], [-0.090, -0.359, 0.295], [0.019, 0.011, -0.013], [0.071, -0.011, 0.127], [0.376, -0.118, 0.177], [0.558, -0.134, 0.778], [-0.109, 0.011, 0.016], [-0.782, -1.751, 1.587], [-0.056, 0.047, 0.158], [-0.002, 0.041, 0.075], [-0.384, -0.095, 0.809], [0.515, -0.139, 0.006], [0.312, -0.164, 0.101], [-0.285, -0.143, -0.003], [0.025, 0.071, -0.104], [-0.105, -0.127, 0.035], [-0.119, -0.039, 0.062], [-0.156, -0.178, 0.130], [0.056, -0.109, 0.160], [-0.018, -0.018, -0.001], [0.005, 0.062, -0.026], [-0.216, -0.139, -0.286], [-0.006, 0.045, 0.012], [0.042, -0.287, 0.022], [0.026, -0.727, -0.646], [-0.002, 0.005, 0.001], [0.023, -0.005, 0.009], [-0.842, 0.554, -0.035], [-1.139, -1.067, 0.256], [0.041, -0.074, 0.004], [-0.328, -0.010, -0.200], [0.119, -0.303, -0.319], [-0.029, 0.060, -0.364], [-0.052, -0.003, 0.078], [-0.071, 0.011, 0.001], [0.068, 0.006, 0.001], [-0.049, 0.217, 0.470], [-0.003, -0.118, -0.058], [-0.083, 0.057, -0.143], [0.121, 0.020, 0.139], [1.146, -0.643, -0.002], [-0.165, -0.015, 0.060], [0.454, 0.306, 0.301], [0.064, 0.124, -0.182], [0.049, 0.063, 0.066], [0.232, 0.036, -0.256], [-0.011, 0.032, -0.009], [-0.335, 0.694, -0.778], [0.049, 0.009, -0.029], [0.029, -0.136, 0.009], [-0.128, 0.027, -0.075], [0.038, -0.094, -0.621], [0.038, 0.362, -0.333], [0.549, 0.134, 0.093], [-0.025, -0.076, 0.039], [0.054, 0.140, 0.447], [0.440, -0.255, -0.215], [0.076, -0.006, 0.010], [0.096, -0.195, -0.095], [1.260, 0.829, 0.581], [-0.041, 0.092, -0.037], [-0.424, 1.031, 0.301], [0.073, -0.017, -0.033], [-0.014, -0.027, -0.004], [-0.003, -0.293, 0.211], [0.065, -0.048, 0.026], [0.260, -0.447, 0.138], [0.242, -0.310, 0.146], [-0.437, 0.349, -0.205], [-0.166, 0.153, 0.364], [-0.056, -0.157, -0.007], [-0.114, 0.163, 0.475], [-0.071, -0.143, 0.054], [0.213, -0.079, -0.156], [-0.113, 0.112, -0.010], [0.669, 0.404, 0.173], [0.028, 0.027, -0.013], [0.132, 0.353, -0.879], [-1.947, -1.149, 0.644], [-0.601, 0.030, 0.569], [0.036, 0.143, 0.167], [0.577, -0.186, 0.127], [0.048, -1.277, -1.533], [-0.010, -0.259, -0.171], [0.104, -0.200, -0.016], [0.063, 0.441, 0.679], [-0.644, 0.632, -0.057], [-0.053, -0.086, 0.183], [0.156, -0.103, 0.214], [0.111, 0.325, -0.249], [0.000, -0.021, -0.052]]}

# 2
{"formula": "C4H14O4", "method": "ωB97M-V/def2-TZVPD", "homo_ha": [-0.511, -0.511], "lumo_ha": [-0.20786, -0.35369], "charge": 1, "e_above_lowest_kcal_mol": 45.39, "multiplicity": 2, "s_squared": 0.757, "symbols": ["O", "H", "H", "H", "H", "C", "C", "H", "C", "O", "H", "H", "H", "C", "O", "H", "H", "H", "H", "H", "O", "H"], "xyz": [[-0.8835, 1.8577, 1.6629], [0.1735, -1.3986, 2.8345], [0.9591, -1.7003, 1.4561], [-0.4313, -3.3301, -2.0008], [-2.5468, -0.9046, 0.4069], [-0.1088, 2.2316, 0.8456], [0.5433, 2.3187, -1.4779], [0.2450, 3.4011, -1.5797], [0.0229, 1.4386, -0.4474], [-0.2023, -3.1660, -1.0806], [1.8682, 0.8548, 0.6593], [-0.8034, 0.8094, -0.7589], [-1.8746, -2.1798, 0.5542], [1.0621, 0.4142, 0.1147], [0.4232, -2.0440, 2.1621], [0.4735, -0.3624, 0.6006], [0.1998, 2.0536, -2.4846], [1.6754, 2.4560, -1.3839], [-0.6269, -3.8355, -0.5257], [0.6391, 2.9983, 1.0341], [-2.5535, -1.7730, -0.0171], [1.7457, -0.1396, -0.5743]], "forces_ev_per_a": [[-0.274, 0.367, 0.011], [0.500, 0.116, -0.398], [0.384, 0.262, 0.233], [-0.200, -0.245, 0.218], [-0.673, 0.101, -0.262], [-0.573, -0.786, 0.978], [1.817, 3.073, -2.280], [-0.346, -0.808, 0.982], [1.067, -1.801, -0.488], [0.345, 0.177, 0.366], [0.143, 0.563, 1.356], [-0.704, 0.513, 0.350], [-0.253, -0.397, -0.575], [0.300, -1.082, -0.762], [-0.903, -0.840, 0.408], [0.291, 0.447, 0.412], [0.545, -0.741, 0.167], [-1.351, -0.585, -0.378], [0.093, 0.037, -0.544], [0.212, 0.518, 0.028], [0.820, 0.488, 0.974], [-1.239, 0.621, -0.797]]}

Number 1: largest force on an atom 3.55 eV/A. Number 2: largest force on an atom 4.24 eV/A.